Here is C5H8O2 in the gas phase from OMol25. Energies are from the ωB97M-V functional and the def2-TZVPD basis.

Geometry as XYZ:
```
15
Properties=species:S:1:pos:R:3
O -1.733 1.138 0.510
C -0.957 -0.101 0.419
C -0.540 -0.492 -1.007
C 0.906 -0.394 -0.551
C 2.065 -0.673 -1.125
O -1.107 2.206 -0.302
C 0.503 0.141 0.813
H -2.579 1.013 0.051
H -1.518 -0.835 1.005
H -0.810 0.299 -1.713
H -0.886 -1.471 -1.356
H 3.007 -0.516 -0.604
H 2.115 -1.052 -2.142
H 0.686 1.214 0.920
H 0.860 -0.407 1.689
```

Properties
- Relative energy (zero: lowest compared OMol25 entry of this formula, charge and spin): 594.4 kJ/mol
- HOMO energy: -8.998 eV
- Kohn-Sham gap: 9.53 eV
- DFT total energy: -345.5786 hartree

Here is a molecular structure, C15H49B2CoNO9 in a non-equilibrium geometry from OMol25. Energies are from the ωB97M-V functional and the def2-TZVPD basis.

Geometry as XYZ:
```
77
Properties=species:S:1:pos:R:3
Co -1.881 -0.355 -0.519
B 0.255 -0.494 -0.491
H 0.119 0.571 -0.383
H 1.302 -0.746 -0.429
H -0.311 -0.949 0.307
H -0.170 -0.766 -1.445
B -2.877 0.501 1.045
H -3.546 0.533 0.198
H -1.851 0.779 0.863
H -3.300 1.071 1.857
H -2.877 -0.528 1.369
C 1.308 -4.023 -1.909
C 1.415 -3.013 -3.063
O 0.379 -2.071 -3.243
O 1.073 -3.533 -0.575
H 2.166 -4.691 -1.831
H 0.405 -4.598 -2.117
H 1.679 -3.482 -4.011
H 2.320 -2.486 -2.761
H 0.263 -1.588 -2.421
H 1.049 -2.574 -0.602
C -1.139 2.719 4.343
C -1.154 1.118 4.306
O -0.670 0.731 2.990
O -2.133 3.132 3.432
H -0.232 3.279 4.116
H -1.444 2.976 5.357
H -2.161 0.708 4.388
H -0.450 0.761 5.057
H -1.354 0.767 2.318
H -1.752 3.263 2.561
C 3.888 -1.664 0.398
C 4.863 -1.161 1.443
O 4.388 -0.339 2.441
O 3.800 -0.890 -0.709
H 2.885 -1.826 0.794
H 4.164 -2.687 0.141
H 5.635 -0.604 0.913
H 5.360 -1.998 1.934
H 3.609 0.066 2.052
H 3.346 -0.057 -0.565
C -1.873 2.753 -0.916
O -1.733 1.497 -1.525
C -2.211 1.529 -2.785
C -2.462 0.075 -3.269
N -3.171 -0.682 -2.129
C -2.929 -2.065 -2.363
C -3.231 -2.862 -1.053
O -2.356 -2.322 -0.129
C -1.834 -3.314 0.800
H -2.913 3.077 -0.876
H -1.302 3.542 -1.405
H -1.446 2.823 0.084
H -1.562 2.179 -3.372
H -3.129 2.109 -2.875
H -1.508 -0.255 -3.681
H -3.187 0.221 -4.069
H -4.174 -0.615 -2.230
H -1.891 -2.281 -2.614
H -3.483 -2.408 -3.237
H -3.079 -3.913 -1.299
H -4.271 -2.629 -0.825
H -2.717 -3.617 1.364
H -1.342 -2.703 1.557
H -1.249 -4.110 0.339
C 2.764 4.254 0.057
C 3.124 2.975 0.797
C 1.998 2.584 1.691
O 3.398 1.871 0.070
H 1.861 4.063 -0.524
H 3.554 4.636 -0.589
H 2.609 5.018 0.818
H 4.058 3.209 1.308
H 1.628 3.393 2.321
H 2.382 1.802 2.347
H 1.156 2.182 1.127
H 4.149 2.132 -0.467
```

Properties
- Relative energy (zero: lowest compared OMol25 entry of this formula, charge and spin): 9.1 kJ/mol
- HOMO energy (alpha / beta): -8.997 / -8.991 eV
- Kohn-Sham gap (alpha / beta): 9.13 / 9.08 eV
- Multiplicity: 4
- DFT total energy: -2764.9242 hartree
- ⟨S²⟩: 3.756

Here is C4H6P2 in the gas phase in a non-equilibrium geometry from OMol25. Energies are from the ωB97M-V functional and the def2-TZVPD basis.

Geometry as XYZ:
```
12
Properties=species:S:1:pos:R:3
C 2.831 -0.043 0.659
C 1.455 -0.003 0.414
C -0.032 -0.891 -0.145
C -0.611 -1.286 -1.244
P -1.786 -0.870 0.095
P -2.632 1.132 -0.443
H 3.255 0.946 0.833
H 0.740 0.786 0.692
H 3.344 -0.830 0.363
H -0.761 -1.629 -2.325
H -2.254 1.900 0.620
H -3.548 0.788 0.482
```

Properties
- SMILES: C=CC1=CP1#[PH2]
- Relative energy (zero: lowest compared OMol25 entry of this formula, charge and spin): 412.7 kJ/mol
- HOMO energy: -8.185 eV
- Kohn-Sham gap: 8.86 eV
- DFT total energy: -838.4990 hartree

Here is 2 unconnected molecules or ions with the total composition C7H15ClNOP from OMol25. Energies are from the ωB97M-V functional and the def2-TZVPD basis.

Geometry as XYZ:
```
26
Properties=species:S:1:pos:R:3
C -2.787 3.549 -1.879
C -1.358 3.048 -1.931
N -0.731 2.787 -3.004
C -0.682 2.793 -0.610
P -1.223 1.163 0.130
C -1.037 0.072 -1.313
Cl 0.547 0.739 1.128
H -3.458 2.689 -1.929
H -2.988 4.052 -0.937
H -2.984 4.220 -2.710
H -1.316 2.993 -3.812
H 0.394 2.747 -0.765
H -0.925 3.572 0.109
H -0.057 0.112 -1.787
H -1.776 0.349 -2.064
H -1.264 -0.943 -0.983
C 3.249 -4.053 1.979
C 1.867 -3.853 2.558
O 1.305 -4.729 3.169
C 1.230 -2.503 2.329
H 3.599 -5.057 2.207
H 3.225 -3.913 0.898
H 3.940 -3.323 2.402
H 1.134 -2.311 1.261
H 1.850 -1.718 2.763
H 0.246 -2.481 2.791
```

Properties
- SMILES: [H]/N=C(\C)CP(C)Cl.CC(C)=O
- Relative energy (zero: lowest compared OMol25 entry of this formula, charge and spin): 133.1 kJ/mol
- HOMO energy: -9.239 eV
- Kohn-Sham gap: 9.96 eV
- DFT total energy: -1207.2730 hartree

Here is a molecular structure, C34H48N3O3PPb in a non-equilibrium geometry from OMol25. Energies are from the ωB97M-V functional and the def2-TZVPD basis.

Geometry as XYZ:
```
90
Properties=species:S:1:pos:R:3
Pb -0.495 -0.130 0.381
N -3.996 -0.408 1.492
N -1.952 -1.786 -1.326
C 1.841 -1.778 1.703
C 0.698 -2.592 1.966
C -0.108 -1.918 2.930
C -1.431 -2.352 3.437
H -1.554 -3.438 3.322
H -2.268 -1.851 2.917
H -1.523 -2.118 4.508
C 0.548 -0.704 3.285
C 0.048 0.290 4.262
H 0.494 0.133 5.258
H -1.043 0.218 4.377
H 0.284 1.318 3.953
C 1.756 -0.622 2.535
C 2.741 0.481 2.605
H 2.248 1.463 2.566
H 3.450 0.433 1.768
H 3.327 0.438 3.537
C 0.412 -3.920 1.374
H 0.843 -4.730 1.988
H 0.840 -4.016 0.366
H -0.669 -4.102 1.303
C 2.924 -2.072 0.732
H 3.306 -1.152 0.266
H 2.572 -2.725 -0.079
H 3.777 -2.574 1.220
C -4.862 0.558 1.792
H -5.208 0.591 2.832
C -5.318 1.510 0.869
H -6.015 2.278 1.204
C -4.894 1.415 -0.455
H -5.249 2.114 -1.205
C -4.027 0.390 -0.810
H -3.634 0.282 -1.823
C -3.595 -0.514 0.195
C -2.585 -1.523 -0.006
H -2.593 -2.405 0.647
C -0.697 -1.308 -1.568
C -2.349 -2.668 -2.335
H -3.310 -3.143 -2.314
C -1.292 -2.808 -3.145
H -1.181 -3.392 -4.040
N -0.236 -2.068 -2.601
C 1.147 -2.206 -2.926
C 1.710 -3.489 -3.050
C 3.089 -3.614 -3.281
H 3.511 -4.620 -3.359
C 3.926 -2.503 -3.371
C 5.378 -2.656 -3.708
H 5.990 -1.908 -3.194
H 5.552 -2.529 -4.785
H 5.747 -3.650 -3.438
C 3.366 -1.247 -3.139
H 4.011 -0.363 -3.115
C 1.987 -1.075 -2.949
C 1.483 0.318 -2.747
H 0.478 0.503 -3.144
H 2.179 1.008 -3.247
H 1.496 0.596 -1.679
C 0.916 -4.733 -2.823
H 0.121 -4.890 -3.564
H 0.472 -4.764 -1.816
H 1.609 -5.581 -2.897
C 2.140 5.055 0.992
C 2.270 3.742 0.251
O 1.127 2.856 0.469
P -0.408 3.491 0.316
O -0.841 2.715 -1.101
C -1.592 3.422 -2.133
C -2.388 4.599 -1.615
O -1.171 2.456 1.413
C -2.228 3.000 2.286
C -1.691 4.047 3.238
H 1.280 5.640 0.643
H 3.042 5.648 0.812
H 2.065 4.891 2.073
H 2.377 3.927 -0.827
H 3.152 3.188 0.593
H -0.878 3.759 -2.895
H -2.253 2.681 -2.600
H -1.744 5.390 -1.204
H -2.935 5.034 -2.460
H -3.123 4.290 -0.860
H -3.028 3.414 1.655
H -2.637 2.139 2.826
H -1.129 4.838 2.725
H -2.539 4.512 3.751
H -1.058 3.578 4.002
```

Properties
- Net charge: -2
- HOMO energy (alpha / beta): 1.005 / 2.692 eV
- Kohn-Sham gap (alpha / beta): 3.22 / 1.59 eV
- DFT total energy: -2248.4112 hartree

Here is 2 unconnected molecules or ions with the total composition C5H8NO in a non-equilibrium geometry from OMol25. Energies are from the ωB97M-V functional and the def2-TZVPD basis.

Geometry as XYZ:
```
15
Properties=species:S:1:pos:R:3
C -1.489 0.119 -0.018
C -0.639 0.931 0.161
C 1.828 -0.886 0.384
C 2.275 0.073 -0.587
C -2.450 -0.923 -0.136
N 0.123 1.968 0.243
O 1.300 -0.720 -0.966
H 2.377 -1.831 0.671
H 1.296 -0.527 1.299
H 2.523 1.046 -0.827
H -2.592 -1.031 -1.252
H -2.103 -2.027 0.196
H -3.442 -0.760 0.319
H 0.613 2.263 1.166
H 0.380 2.305 -0.653
```

Properties
- Relative energy (zero: lowest compared OMol25 entry of this formula, charge and spin): 590.1 kJ/mol
- Net charge: +1
- HOMO energy (alpha / beta): -12.848 / -12.371 eV
- Kohn-Sham gap (alpha / beta): 6.70 / 5.46 eV
- DFT total energy: -324.8142 hartree

Here is a molecular structure, C4H6 in a non-equilibrium geometry from OMol25. Energies are from the ωB97M-V functional and the def2-TZVPD basis.

Geometry as XYZ:
```
10
Properties=species:S:1:pos:R:3
C 0.094 -0.063 0.616
C 1.914 0.030 -0.096
C -0.982 -0.778 -0.025
C -0.923 0.788 0.035
H 2.335 1.005 -0.244
H 2.680 -0.752 0.162
H -0.949 -1.350 -0.886
H -1.815 -1.358 0.619
H -1.528 1.241 0.662
H -0.826 1.237 -0.843
```

Properties
- Relative energy (zero: lowest compared OMol25 entry of this formula, charge and spin): 583.6 kJ/mol
- HOMO energy (alpha / beta): -8.944 / -8.683 eV
- Kohn-Sham gap (alpha / beta): 8.75 / 8.74 eV
- DFT total energy: -155.7404 hartree

Here is C5H6O in the gas phase from OMol25. Energies are from the ωB97M-V functional and the def2-TZVPD basis.

Geometry as XYZ:
```
12
Properties=species:S:1:pos:R:3
C -2.595 -0.199 0.109
C -1.197 0.153 -0.137
C -0.030 0.393 -0.321
C 1.402 0.555 -0.483
C 2.302 -0.213 0.389
O 2.112 -0.585 -0.962
H -3.222 0.003 -0.764
H -2.669 -1.267 0.338
H -2.999 0.358 0.960
H 1.756 1.503 -0.889
H 1.850 -0.878 1.124
H 3.289 0.177 0.636
```

Properties
- SMILES: CC#C[C@H]1CO1
- Relative energy (zero: lowest compared OMol25 entry of this formula, charge and spin): 254.5 kJ/mol
- HOMO energy: -9.519 eV
- Kohn-Sham gap: 10.53 eV
- DFT total energy: -269.2493 hartree